(1)
DFT (ωB97M-V/def2-TZVPD) results for a molecular structure, C24H42Cl30I2N2 at a distorted geometry.

Each line ends with the Mulliken charge.
Cartesian coordinates (Å):
C -0.40764 1.49342 -0.38539  -1.142
C 0.04363 1.41933 -1.82722  0.037
C 0.50290 0.04465 -2.28497  -1.176
C 1.63540 -0.61394 -1.50350  -0.297
I 2.15692 -2.36305 -2.74718  0.325
C 1.21685 -1.22193 -0.26462  0.147
N 1.09484 -1.68347 0.80823  -0.441
C 2.96707 0.22027 -1.29029  0.954
I 3.57444 1.08420 -3.16255  0.280
C 4.02840 -0.74935 -0.98912  -0.313
N 4.96640 -1.43010 -0.71748  -0.442
C 2.98179 1.16486 -0.07853  -0.793
C 2.70606 2.65795 -0.28554  -1.400
H -0.86093 2.46336 -0.23930  0.357
H 0.38145 1.41949 0.34163  0.215
H -1.19318 0.77850 -0.20816  0.143
H -0.82127 1.65783 -2.43153  0.250
H 0.79437 2.14630 -2.09957  0.151
H -0.35493 -0.60758 -2.17944  0.461
H 0.71440 0.04377 -3.33812  0.601
H 3.96403 1.08691 0.35254  0.567
H 2.32811 0.80656 0.69910  0.470
H 3.51964 3.22488 0.13495  0.394
H 2.56450 2.98536 -1.30069  0.388
H 1.83923 2.94853 0.27939  0.332
C -4.00167 2.41481 -4.19803  -0.446
Cl -3.92187 0.71551 -3.69918  -0.100
Cl -3.85146 3.53430 -2.83504  -0.123
H -3.19015 2.60834 -4.88850  0.251
H -4.95596 2.58515 -4.67988  0.407
C -4.54419 -0.17741 0.64809  -0.336
Cl -6.20491 -0.78272 0.52416  -0.201
Cl -4.22913 1.06055 -0.56510  -0.042
H -4.38884 0.23831 1.63438  0.347
H -3.86796 -1.00677 0.48002  0.197
C 6.91511 -1.20472 -3.64491  0.047
Cl 7.68098 0.28178 -3.06375  -0.150
Cl 6.36740 -1.05932 -5.31619  -0.152
H 7.62810 -2.01198 -3.59241  0.093
H 6.05879 -1.41864 -3.01584  0.117
C -0.49069 6.42903 -1.49002  -0.086
Cl -0.98409 4.97585 -2.37021  -0.094
Cl 0.77372 6.08528 -0.30107  -0.174
H -0.11261 7.15582 -2.19842  0.345
H -1.35248 6.82736 -0.97031  -0.015
C -3.27439 -2.32301 -5.45842  -0.169
Cl -1.80799 -1.85668 -4.58996  0.024
Cl -2.92024 -2.79581 -7.12494  -0.157
H -3.72737 -3.16096 -4.94615  0.026
H -3.95324 -1.47920 -5.47103  0.267
C -1.80208 -2.51224 4.49458  0.158
Cl -0.73570 -1.79260 3.27799  -0.078
Cl -2.92265 -1.32721 5.18773  -0.139
H -2.37595 -3.30398 4.02808  0.321
H -1.18745 -2.91201 5.29075  -0.256
C -6.99702 0.97563 5.65631  0.089
Cl -5.23870 0.86244 5.77791  -0.146
Cl -7.50637 2.47920 4.87344  -0.168
H -7.35789 0.14066 5.06876  0.256
H -7.41594 0.94184 6.65382  -0.039
C -9.44449 2.17833 8.70499  -0.274
Cl -10.17438 0.81599 7.84632  -0.144
Cl -7.89639 1.73743 9.43615  -0.145
H -9.27707 2.98169 7.99803  0.266
H -10.12127 2.49864 9.48656  0.306
C -1.33303 9.72937 0.07726  -0.205
Cl -2.88603 8.92136 -0.18033  -0.155
Cl -0.67236 10.37592 -1.42894  -0.144
H -1.47877 10.54500 0.77357  0.308
H -0.63116 9.01021 0.48330  0.202
C -0.89405 -5.78916 -4.46822  -0.274
Cl -0.39224 -4.84271 -5.87132  -0.129
Cl -2.50541 -5.32243 -3.90504  -0.114
H -0.91563 -6.83579 -4.74358  0.322
H -0.18486 -5.62697 -3.66589  0.207
C 8.13673 -1.90016 0.39930  -0.073
Cl 9.51912 -1.46749 1.41904  -0.220
Cl 8.63548 -2.36233 -1.22905  -0.140
H 7.61540 -2.73293 0.85232  0.331
H 7.47773 -1.04371 0.32381  0.075
C -6.50422 -3.69865 -1.47279  0.069
Cl -7.97899 -4.59428 -1.85746  -0.173
Cl -5.85142 -2.86417 -2.89077  -0.089
H -6.73058 -2.95672 -0.71667  -0.054
H -5.75972 -4.39584 -1.10917  0.267
C 7.16578 -4.86980 -4.56478  -0.346
Cl 7.78148 -3.83626 -5.86409  -0.138
Cl 5.55804 -4.37974 -4.00894  -0.067
H 7.10399 -5.88574 -4.93284  0.332
H 7.85049 -4.81686 -3.72655  0.235
C 1.13017 -4.40659 7.19612  -0.268
Cl -0.25805 -3.93034 8.18219  -0.155
Cl 0.91234 -3.95017 5.50268  -0.125
H 2.01460 -3.91182 7.57644  0.267
H 1.24655 -5.48123 7.25395  0.279
C 7.91964 0.85573 3.76587  0.347
Cl 6.20713 1.11614 3.39863  -0.136
Cl 8.83996 2.36302 3.70933  -0.162
H 8.00087 0.43609 4.76051  0.287
H 8.32703 0.17358 3.03072  -0.311

Output
- E_tot (eV) = -420422.3843
- F_max (eV Å⁻¹) = 4.8
- net charge = 0

(2)
DFT (ωB97M-V/def2-TZVPD) results for a molecular structure, C8H8ClNO2 at a distorted geometry.

Each line ends with the natural charge from an NBO analysis.
Cartesian coordinates (Å):
C 2.54247 0.63872 -0.82906  -0.207
C 1.81395 -0.30631 -1.54070  -0.197
C 2.06215 0.99464 0.45063  -0.202
C 0.66952 -0.86680 -0.95446  -0.184
C 0.96619 0.42460 1.03975  -0.182
C 0.27485 -0.60283 0.32961  -0.122
C -0.86072 -1.35389 0.84629  -0.307
C -2.38078 -0.05536 0.61382  -0.195
N -1.83918 0.95087 -0.32086  0.481
O -2.02253 0.76902 -1.50160  -0.372
O -1.25771 1.91643 0.14138  -0.382
Cl -3.61316 -0.86827 -0.25981  0.053
H 3.39731 1.27482 -1.06603  0.229
H 1.91572 -0.66458 -2.46920  0.213
H 2.56077 1.89544 0.99807  0.215
H -0.05701 -1.55356 -1.38394  0.215
H 0.65157 0.75590 2.04908  0.221
H -1.34263 -2.18444 0.26969  0.232
H -1.02576 -1.61460 1.94914  0.233
H -2.45502 0.45021 1.63819  0.256

Output
- relative energy (zero: lowest compared OMol25 entry of this formula, charge and spin) (kJ/mol) = 506.2
- E_tot (eV) = -26527.9938
- F_max (eV Å⁻¹) = 4.6
- net charge = 0

(3)
DFT (ωB97M-V/def2-TZVPD) results for 8 unconnected molecules or ions with the total composition C6H27NO8 at a distorted geometry.

Each line ends with the natural charge from an NBO analysis.
Cartesian coordinates (Å):
C -0.38277 -1.54560 -0.03716  -0.544
C -1.41166 -2.40538 0.68638  -0.610
C 0.59281 -0.91519 0.90707  0.658
N 1.74316 -0.17424 0.50632  -0.018
C 1.79365 0.27467 -0.88530  -0.282
C 1.05979 1.60966 -1.02219  -0.611
C 2.69359 0.35430 1.42894  -0.470
O 0.54703 -1.14117 2.10154  -0.483
H 0.04377 -2.15406 -0.82173  0.270
H -0.85488 -0.73217 -0.60194  0.281
H -2.11996 -2.71352 -0.07927  0.243
H -1.92338 -1.81662 1.43986  0.230
H -1.04241 -3.33344 1.11009  0.227
H 2.80941 0.41074 -1.26451  0.265
H 1.48991 -0.63440 -1.38922  0.272
H 1.14969 2.18530 -0.10169  0.231
H 0.00530 1.45623 -1.20600  0.235
H 1.40920 2.19776 -1.86538  0.256
H 3.46139 -0.43107 1.53075  0.289
H 2.29825 0.52586 2.42781  0.274
H 3.18419 1.25314 1.07141  0.260
H 0.46406 1.40455 -3.85603  0.472
H -0.78517 1.19523 -2.78434  0.493
O -0.43189 1.13242 -3.67574  -0.971
H -3.14233 1.73608 -2.53496  0.488
H -2.61717 1.90521 -1.13270  0.491
O -2.64416 1.27591 -1.85234  -0.974
H -1.88241 2.00813 2.32058  0.465
H -3.17436 1.62403 2.89721  0.497
O -2.72945 2.40340 2.54903  -0.941
H -1.00816 -0.27831 3.13354  0.476
H -2.13809 -0.92554 3.56468  0.481
O -1.95133 -0.05826 3.18632  -0.954
H 1.31218 -3.21764 0.45045  0.444
H 2.22959 -4.24454 1.03788  0.481
O 1.95424 -3.88224 0.18636  -0.919
H 2.44819 -2.10482 -3.43179  0.479
H 2.07030 -1.01902 -4.35895  0.488
O 2.31785 -1.17642 -3.43975  -0.958
H -2.36696 2.90440 0.80351  0.501
H -1.74450 4.12158 0.13699  0.489
O -1.66956 3.16331 0.16838  -0.999

Output
- relative energy (zero: lowest compared OMol25 entry of this formula, charge and spin) (kJ/mol) = 0.0
- E_tot (eV) = -24521.6463
- ⟨S²⟩ = 0.76
- spin multiplicity = 2
- F_max (eV Å⁻¹) = 2.4
- net charge = +1